The following is a DFT calculation (wB97M-V/def2-TZVPD) of C24H22N2O7S as an isolated structure.

Summary:
- Kohn-Sham gap (eV) = 6.9
- ΔE to the lowest compared entry with this formula, charge and spin (kJ/mol) = 1851.0

Geometry as ORCA input:
```
! wB97M-V def2-TZVPD RIJCOSX def2/J DEFGRID3
* xyz 0 1
C 0.46627 4.87262 -3.23968
H -0.53306 4.26538 -3.59938
O 1.29812 3.83190 -2.61221
C 1.71335 2.85435 -3.31981
C 1.34814 2.68846 -4.78112
C 2.01945 1.57972 -5.27790
C 2.75105 0.73624 -4.46790
C 2.87026 0.66938 -3.28238
C 2.48406 1.88701 -2.67417
O 2.76365 2.07246 -1.23473
C 2.88838 3.17646 -0.60563
H 3.34320 3.08651 0.20905
H 3.00322 4.19886 -1.20637
C 1.34327 3.64217 -0.16725
O 0.95742 4.79987 0.01019
O 0.46650 2.84850 -0.14986
H 0.63148 1.99130 -0.42483
C 3.62094 -0.23158 -2.39955
C 3.24475 -0.98426 -1.21743
C 2.18021 -0.52317 -0.36668
O 1.13351 0.18179 -0.82776
N 2.31028 -1.20915 0.78680
C 3.22617 -2.21400 0.98401
O 3.41711 -2.79121 1.99844
S 4.23441 -2.28199 -0.62166
C 0.88729 -1.32931 1.62595
H 1.07905 -1.57823 2.54564
H 0.65127 -0.39334 1.70898
C -0.06469 -2.00176 0.90602
O 0.14597 -2.74646 -0.01842
N -1.34867 -2.15672 1.34029
C -1.83247 -1.23381 2.37821
C -2.99965 -1.74173 3.23868
C -3.59132 -0.83711 4.22353
C -4.65293 -1.27435 4.93667
C -5.14939 -2.68751 4.66186
C -4.88341 -3.36942 3.44448
C -3.51543 -2.79580 3.05832
C -3.09054 -3.70968 1.70093
C -2.26345 -2.75951 0.70633
H -2.03989 -3.21937 0.04703
H -2.93937 -1.92237 0.42072
H -3.90242 -4.14091 1.17685
H -2.45479 -4.27934 2.04983
H -5.21832 -4.22499 3.15969
H -6.28620 -2.87929 5.24119
H -5.10514 -0.67984 5.85266
H -3.16609 0.04552 4.63367
H -0.97093 -1.32607 3.16521
H -1.79865 -0.15317 2.11292
H 4.42858 -0.83907 -2.97177
H 3.03112 -0.45163 -5.02219
H 1.71457 1.12489 -6.29538
H 0.96603 3.41482 -5.15097
H 0.11315 5.62510 -2.40732
H 1.07457 5.37289 -3.98183
*
```